This record from OMol25 describes a molecular structure, C28H29BN7NiP. The level of theory is ωB97M-V/def2-TZVPD.

* spin multiplicity: 3
* frontier orbital gap (alpha / beta): 7.13 / 7.76 eV
* ⟨S²⟩: 2.018
* E_HOMO (alpha / beta): -7.32 / -7.91 eV

Atoms and positions in Å:
H 1.46860 2.84939 -0.89801
N 1.05163 1.33463 -2.38850
B -0.30124 0.10039 -4.35722
N 0.20097 1.33425 -3.51520
C 0.13308 2.60975 -3.94156
Ni 2.53215 0.41414 -2.50855
H -0.34484 2.78166 -4.89115
C 0.68347 3.42953 -2.93958
H 0.70179 4.48945 -3.00760
C 1.15757 2.61454 -1.91301
H -0.14449 0.36931 -5.53004
C -1.41169 -1.55008 -0.14465
H -2.31640 -2.00767 0.20705
H -0.60747 -2.26570 -0.08749
H -1.51824 -1.35019 -1.17988
N -1.85728 -0.19361 -4.34267
N 0.70637 -1.03554 -3.93941
N -2.57690 -0.08563 -3.18492
N 1.54447 -1.07185 -2.79754
C -2.68588 -0.54969 -5.35925
C 1.12839 -1.99621 -4.76731
H -2.33854 -0.69411 -6.35841
H 0.67862 -2.01271 -5.74888
C -3.98128 -0.67731 -4.86151
C 2.04104 -2.80214 -4.10641
C -3.88209 -0.34548 -3.50387
C 2.21496 -2.27879 -2.82479
H -4.84967 -0.99361 -5.38752
H 2.48861 -3.68561 -4.51167
H -4.72468 -0.33577 -2.82297
H 2.76590 -2.66582 -1.96528
H -1.18486 -0.41746 0.29279
N -0.26073 0.44835 0.29429
P 0.22397 0.22840 1.79513
C -1.16767 -0.39654 2.81932
C -1.08138 -1.51620 3.64823
C -2.25876 -2.02800 4.20698
C -3.49371 -1.41573 3.97008
C -3.55369 -0.26691 3.17726
C -2.38878 0.26075 2.61844
C 1.69632 -0.79062 2.16897
C 1.60979 -2.18634 2.04357
C 2.74066 -2.99387 2.21708
C 3.97783 -2.43047 2.53120
C 4.06777 -1.03959 2.65676
C 2.94818 -0.21908 2.47147
C 0.52202 1.83678 2.57020
C 0.96730 1.87441 3.90081
C 1.09664 3.12069 4.53244
C 0.78806 4.30179 3.84573
C 0.36039 4.23632 2.52354
C 0.23205 3.00850 1.86825
H -0.10598 -1.95392 3.86665
H -2.19217 -2.90975 4.83769
H -4.40252 -1.81793 4.42019
H -4.49465 0.24438 3.00004
H -2.41813 1.17225 2.01391
H 0.65471 -2.65972 1.81742
H 2.64047 -4.07140 2.11102
H 4.85502 -3.06979 2.69323
H 5.03004 -0.59237 2.90350
H 3.05565 0.86173 2.56894
H 1.23306 0.95113 4.43774
H 1.43267 3.14449 5.56923
H 0.87809 5.25780 4.36367
H 0.12116 5.14739 1.99196
H -0.08577 2.95101 0.83005

This record from OMol25 describes a molecular structure, C28H29Cl5N6S2Sr. The level of theory is ωB97M-V/def2-TZVPD.

* spin multiplicity: 1
* frontier orbital gap (alpha / beta): 5.24 / 5.39 eV
* E_HOMO (alpha / beta): -5.46 / -5.56 eV
* ΔE to the lowest compared entry with this formula, charge and spin: 70.02 kcal/mol

Atoms and positions in Å:
Sr 0.25859 -1.66272 1.01972
C -3.22730 -5.47752 -1.05902
S -2.23378 -5.24779 0.44780
C -1.79761 -3.55061 0.30059
S -2.62498 -2.27202 1.07550
N -0.72072 -3.35768 -0.59899
N -0.71286 -2.02861 -1.24326
C 0.42116 -1.66846 -1.86788
C 0.63799 -0.32808 -2.30308
C 1.77395 -0.02935 -3.09355
C 2.01012 1.24566 -3.52368
C 1.09732 2.25484 -3.18490
C 0.00862 1.88961 -2.42539
N -0.24659 0.65710 -1.97467
H -3.53690 -6.52165 -1.07574
H -2.62965 -5.25490 -1.94029
H -4.09985 -4.82910 -1.02026
H 1.14798 -2.39323 -2.22123
H 2.45336 -0.83613 -3.34473
H 2.88602 1.47609 -4.11674
H 1.23462 3.27926 -3.49966
H -0.72731 2.64661 -2.16257
Cl 0.49392 -4.13950 2.41820
C 1.15046 -4.38816 0.81940
C 0.44407 -4.09698 -0.39104
C 1.03945 -4.63146 -1.55884
Cl 0.11201 -4.62611 -3.00951
C 2.28686 -5.24051 -1.58065
Cl 2.95849 -5.80219 -3.05885
C 2.98734 -5.42592 -0.39682
Cl 4.53600 -6.16660 -0.40152
C 2.38679 -5.04201 0.80550
Cl 3.22153 -5.39184 2.26892
N -3.69122 0.46639 1.96702
C -3.97135 1.90277 2.08194
C -3.30816 2.51648 3.32042
C -1.78060 2.60345 3.27271
N -1.18549 1.27260 3.41983
C -1.32163 3.23504 1.95992
C -1.94431 2.59372 0.72400
N -1.43676 1.19299 0.55504
C -3.46604 2.58629 0.80621
H -3.63483 -0.00219 2.86113
H -2.04206 0.56400 1.12354
H -4.37002 -0.02194 1.39554
H -5.04598 2.10396 2.16634
H -3.61255 1.96073 4.21346
H -3.70538 3.52841 3.44042
H -1.46607 3.27549 4.08160
H -1.36261 0.90744 4.34839
H -0.17769 1.29629 3.27855
H -0.23190 3.18303 1.89069
H -1.59979 4.29221 1.96304
H -1.63154 3.15694 -0.15418
H -0.43139 1.14049 0.84478
H -1.39319 0.88655 -0.44084
H -3.88843 2.08988 -0.07185
H -3.81473 3.62234 0.78360
C 1.36592 0.69628 1.41952
C 2.14027 1.42063 0.80183
C 3.02571 2.23723 0.01577
C 4.01508 1.63298 -0.76422
C 4.84672 2.40038 -1.56491
C 4.70127 3.78138 -1.60023
C 3.72413 4.38984 -0.82331
C 2.89365 3.62644 -0.01932
H 4.11360 0.55566 -0.74417
H 5.60711 1.91936 -2.16658
H 5.34876 4.37938 -2.22810
H 3.61142 5.46636 -0.84608
H 2.13099 4.10070 0.58573

This record from OMol25 describes 3 unconnected molecules or ions with the total composition C28H29ClFIO8. The level of theory is ωB97M-V/def2-TZVPD.

* spin multiplicity: 1
* frontier orbital gap: 8.18 eV
* E_HOMO: -9.22 eV
* SMILES: C#CCC1=C(CCCC(=O)O)C(=O)c2c(cc(Cl)c(C[C@@H](C)I)c2F)C1=O.O=C1CCCO1.O=C1CCCO1

Atoms and positions in Å:
C 4.91015 0.49807 1.53251
C 4.86153 1.52799 0.86598
C 4.44380 2.92907 0.26531
C 2.94321 2.81214 -0.22954
C 2.59935 2.63752 -1.56629
C 3.71971 2.54723 -2.69571
C 4.21584 1.00214 -2.69830
C 5.79916 0.85562 -2.55061
C 6.06069 -0.65020 -2.07986
O 6.40884 -0.93806 -0.94732
O 5.88629 -1.73019 -2.98080
C 1.07269 2.48088 -1.99516
O 0.62653 2.96407 -3.02174
C 0.18223 1.67109 -0.95317
C 0.55471 1.87238 0.50831
C -0.19957 1.12710 1.54765
C -1.30828 0.19510 1.09008
Cl -2.14936 -0.70999 2.40882
C -1.68732 -0.01364 -0.33947
C -2.79934 -0.99546 -0.87487
C -4.18876 -0.93120 -0.09237
C -5.38209 -0.62123 -1.13173
I -4.57790 -2.98728 0.62386
C -0.90800 0.76080 -1.39257
F -1.17052 0.64949 -2.76046
C 1.76589 2.85057 0.83690
O 1.78467 3.59703 1.79807
H 5.10378 -0.56730 1.82314
H 4.54043 3.70056 1.08074
H 5.16856 3.15707 -0.56541
H 3.28146 2.72398 -3.72064
H 4.56745 3.27166 -2.54059
H 3.76580 0.48684 -1.78572
H 3.79738 0.42513 -3.58747
H 6.28440 0.93648 -3.56763
H 6.25146 1.51248 -1.75782
H 5.25004 -2.35385 -2.56260
H 0.09152 1.24804 2.62649
H -2.33587 -2.03847 -0.86358
H -2.97317 -0.74444 -1.96998
H -4.20141 -0.21300 0.77292
H -5.09337 -0.90040 -2.18472
H -6.27922 -1.27126 -0.86927
H -5.64161 0.46821 -0.99175
O 3.67371 -2.19198 -0.03619
C 2.74721 -2.23325 -0.79687
O 2.22934 -1.14026 -1.42226
C 1.06863 -1.52346 -2.17064
C 1.22151 -3.01020 -2.40965
C 1.96174 -3.46571 -1.16685
H 0.18203 -1.28840 -1.58122
H 1.03132 -0.96116 -3.10477
H 0.27064 -3.52086 -2.56633
H 1.84524 -3.18176 -3.29209
H 1.27788 -3.70970 -0.35096
H 2.62392 -4.30434 -1.37704
O -5.83229 0.12162 2.25753
C -6.13845 -0.08438 3.40058
O -7.22336 -0.81064 3.77404
C -7.35908 -0.76885 5.20106
C -5.98025 -0.42707 5.72200
C -5.42335 0.44865 4.61616
H -8.10139 -0.00802 5.45820
H -7.70567 -1.73664 5.56443
H -5.99673 0.05625 6.69948
H -5.37968 -1.33727 5.80670
H -5.69007 1.49877 4.75383
H -4.34460 0.33589 4.51727

no.,E (a.u.)
1,-3341.98555
2,-4540.83194
3,-2543.82889